(1)
A molecular structure, C4H12O4 at a distorted geometry. Source: the Open Molecules 2025 dataset; level of theory: wB97M-V/def2-TZVPD.

Frontier orbital gap, eV: 7.43
Relative energy (zero: lowest compared OMol25 entry of this formula, charge and spin), kJ/mol: 42.4
DFT total energy, Eh: -460.48126
Charge: -2

Geometry as XYZ:
```
20
Properties=species:S:1:pos:R:3:forces:R:3
H 0.8578 1.0822 1.2746 -0.04 -0.38 0.56
O -2.1491 1.1148 2.1807 0.47 -0.59 -0.79
C 0.3973 -0.6563 0.0660 1.02 -0.01 1.03
H 3.9980 -1.8597 -2.7001 0.02 -0.04 0.03
H -0.3222 -1.4765 0.1479 -0.23 0.14 -0.49
C -0.0337 0.5200 0.9602 -0.51 0.79 -1.35
H -0.4976 1.2940 0.3233 -0.29 -0.39 -0.07
C 0.7688 -0.2816 -1.3821 -1.04 -1.28 0.30
H -1.3560 -0.8337 2.0556 -0.12 0.00 -0.30
H 1.3209 -1.0827 0.4873 -0.03 -0.11 0.04
H 1.4622 0.5676 -1.3115 -0.03 0.32 -0.21
H -0.5172 0.3663 3.0344 0.02 -0.43 -0.06
H 2.5577 -1.1426 -2.3928 -0.15 0.06 0.28
H -2.6278 1.3439 1.1465 -0.34 0.44 0.39
H -0.2106 0.0022 -1.8100 0.24 0.68 -0.24
O 1.2818 -1.3519 -2.0893 0.52 0.12 -0.21
H -4.1831 1.3359 0.3459 -0.04 0.00 -0.07
O 3.6693 -0.9660 -2.5758 -0.02 -0.03 -0.17
O -3.3561 1.7941 0.1660 0.06 -0.19 -0.02
C -1.0603 0.2300 2.0731 0.47 0.90 1.34
```
Forces are in eV/Å.

---

(2)
4 unconnected molecules or ions with the total composition C4H12O4 at a distorted geometry. Source: the Open Molecules 2025 dataset; level of theory: wB97M-V/def2-TZVPD.

Frontier orbital gap, eV: 8.20
Structure (SMILES): C=C/C=C/O.O.O.O
Relative energy (zero: lowest compared OMol25 entry of this formula, charge and spin), kJ/mol: 311.9
DFT total energy, Eh: -460.46385

Geometry as XYZ:
```
20
Properties=species:S:1:pos:R:3:forces:R:3
H 1.4308 -3.1475 0.5923 -0.03 0.21 1.03
C 0.4460 -1.4085 -1.1608 2.99 2.46 3.78
H 1.6104 -0.1341 0.0704 0.67 2.04 0.08
C 2.7173 -1.9178 1.8366 0.06 0.54 0.86
C 1.8108 -2.1555 0.8787 0.14 0.96 -1.91
H -0.5323 -0.2943 -2.6597 0.93 -1.27 1.61
H -4.8765 3.0732 1.9654 1.61 -1.45 -0.01
H 1.7998 2.4532 -1.2374 -0.97 0.48 -2.46
O 2.1603 2.2980 -0.4092 0.61 -0.85 2.55
H -2.4100 0.5876 -1.4410 -0.19 -0.15 0.46
H 2.9002 2.8846 -0.2962 0.35 0.35 -0.07
H 0.0228 -2.3636 -1.1560 -0.86 -1.34 -0.91
H -3.6485 2.7726 1.0761 -0.42 -0.53 1.06
O -3.1045 0.0009 -1.7558 -0.61 -0.25 -0.01
O -4.0963 2.4307 1.8907 -1.18 1.98 -1.06
O -0.0590 -0.3125 -1.7787 -0.95 1.08 -1.68
H -3.7660 -0.1471 -1.0514 0.83 0.36 -0.40
H 3.3242 -1.0243 2.0264 -0.86 0.46 -0.95
H 2.9153 -2.4811 2.7330 -0.17 -1.39 -0.38
C 1.3553 -1.1147 -0.1233 -1.96 -3.71 -1.57
```
Forces are in eV/Å.

---

Q: Which of these has the highest frontier orbital gap?
A: number 2

---

Q: Which of these has the highest relative energy (zero: lowest compared OMol25 entry of this formula, charge and spin)?
A: number 2

---

Q: Number 2 is which compound?
A: C4H12O4